Here is C39H42MoN8 as an isolated structure at a distorted geometry from the OMol25 dataset. Energies are from wB97M-V/def2-TZVPD.

Summary:
- Frontier orbital gap (alpha / beta): 4.767 / 4.740 eV
- ΔE to the lowest compared entry with this formula, charge and spin: 413.0 kJ/mol
- Total charge: 0

Cartesian coordinates (Å):
Mo (0.05427, 0.71591, -0.05999)
C (2.56009, -6.02795, 0.46332)
C (3.54643, -5.36572, -0.45642)
C (4.65833, -6.05025, -0.92605)
C (5.58137, -5.44939, -1.77019)
C (5.37565, -4.14298, -2.17904)
C (4.26353, -3.43931, -1.73999)
C (3.36576, -4.03676, -0.86100)
N (2.20596, -3.37727, -0.38997)
C (2.00138, -2.04051, -0.16558)
N (3.12119, -1.31039, 0.05544)
C (3.19568, 0.08588, 0.03160)
C (2.08867, 0.82063, -0.36962)
C (2.14471, 2.19911, -0.43259)
C (3.28471, 2.89067, 0.00666)
C (4.37268, 2.13423, 0.39934)
C (4.36902, 0.72906, 0.40777)
C (5.58203, -0.04822, 0.83973)
N (0.78969, -1.55188, -0.12409)
C (-0.24386, -2.50809, -0.34731)
C (-0.85058, -2.38714, -1.68010)
C (-2.08650, -3.25579, -1.99107)
C (-2.71744, -3.82741, -0.71140)
C (-1.82639, -4.16103, 0.39964)
C (-0.70096, -3.37857, 0.63643)
C (-0.00702, -3.42864, 1.97355)
H (2.84165, -7.06346, 0.64395)
H (1.54640, -6.03671, 0.05433)
H (2.50960, -5.51557, 1.42555)
H (4.80275, -7.07684, -0.61392)
H (6.44498, -6.00209, -2.11098)
H (6.06868, -3.66684, -2.85953)
H (4.08011, -2.43951, -2.10558)
H (1.36167, -3.93324, -0.31908)
H (3.97166, -1.83149, 0.18785)
H (0.87073, 2.41702, -2.12356)
H (3.33277, 3.97168, 0.00592)
H (5.28136, 2.63698, 0.70994)
H (6.39083, 0.62598, 1.11783)
H (5.96660, -0.69985, 0.04958)
H (5.37513, -0.68045, 1.70761)
H (-0.07345, -2.40557, -2.44888)
H (-2.03280, -3.89544, -2.86756)
H (-3.46178, -4.59945, -0.89873)
H (-2.13396, -4.88728, 1.14002)
H (-0.52761, -4.11067, 2.64525)
H (0.00188, -2.43362, 2.42582)
H (1.03551, -3.74905, 1.90607)
N (-3.80345, -2.07045, 1.66771)
C (-3.19846, -1.64762, 0.48540)
C (-2.39414, -0.56162, 0.42726)
N (-1.69112, -0.14469, -0.72122)
C (-1.74800, -1.06915, -1.79820)
C (-2.97917, -1.99131, -1.89943)
N (-3.48502, -2.44782, -0.59664)
H (-3.22864, -1.94927, 2.48968)
H (-4.15040, -3.01581, 1.60157)
H (-2.31338, 0.06267, 1.30899)
H (-1.54294, -0.56243, -2.74190)
H (-3.76584, -1.73317, -2.60638)
C (0.86322, 2.62532, -1.05303)
C (0.34384, 3.98948, -0.79332)
C (0.49723, 4.63829, 0.43397)
C (-0.02776, 5.90253, 0.64633)
C (-0.71855, 6.56268, -0.36405)
C (-0.86979, 5.93716, -1.59428)
C (-0.34415, 4.66962, -1.79989)
H (1.01736, 4.13139, 1.23950)
H (0.10397, 6.37877, 1.61073)
H (-1.12169, 7.55270, -0.19712)
H (-1.39479, 6.43857, -2.39769)
H (-0.46839, 4.18939, -2.76390)
N (-1.03206, 2.05691, 0.83445)
C (-1.77385, 2.81657, 1.36808)
N (-2.72591, 3.70076, 1.25528)
C (-3.28080, 4.05629, -0.05827)
C (-4.77376, 3.76878, -0.06708)
C (-5.46646, 4.49499, 1.08247)
C (-4.83973, 4.10981, 2.41969)
C (-3.33723, 4.35610, 2.40845)
H (-2.73758, 3.48705, -0.81140)
H (-3.08681, 5.12067, -0.22828)
H (-4.92154, 2.68928, 0.03648)
H (-5.19455, 4.06474, -1.02965)
H (-6.53457, 4.27363, 1.08761)
H (-5.36843, 5.57687, 0.93683)
H (-5.01974, 3.04869, 2.61677)
H (-5.29089, 4.67503, 3.23791)
H (-2.85044, 3.97566, 3.30554)
H (-3.12673, 5.43029, 2.34003)



Here is C39H43As2Cl4NO2PS2Sc as an isolated structure at a distorted geometry from the OMol25 dataset. Energies are from wB97M-V/def2-TZVPD.

Summary:
- Frontier orbital gap: 7.223 eV
- Total charge: 0

Cartesian coordinates (Å):
Sc (-0.19848, 1.30399, -0.92912)
C (0.64392, -3.48070, 0.71545)
C (-0.76597, -2.90454, 0.59230)
As (-1.05011, -0.92535, 0.56300)
C (-2.99030, -1.11693, 0.57515)
C (-3.68006, -0.73118, -0.57172)
C (-5.05942, -0.85937, -0.64577)
C (-5.76288, -1.38415, 0.42787)
C (-5.08083, -1.81431, 1.55744)
C (-3.70108, -1.69157, 1.62694)
C (-0.50757, -0.58989, 2.40130)
C (0.87291, -0.56525, 2.60571)
C (1.39504, -0.30324, 3.86253)
C (0.54165, -0.05141, 4.92888)
C (-0.82984, -0.05417, 4.72681)
C (-1.35403, -0.32248, 3.46870)
As (2.11034, -2.47684, -0.15963)
C (3.46941, -3.84963, 0.24313)
C (3.32733, -5.21431, 0.00478)
C (4.34076, -6.10099, 0.34053)
C (5.51217, -5.63505, 0.92155)
C (5.66005, -4.28053, 1.18242)
C (4.64193, -3.39900, 0.84647)
C (1.66322, -2.91451, -2.01958)
C (2.44515, -3.73623, -2.82757)
C (2.09734, -3.97617, -4.15053)
C (0.96391, -3.39056, -4.69374)
C (0.19034, -2.54695, -3.90938)
C (0.54423, -2.30738, -2.59034)
H (0.63186, -4.50670, 0.34684)
H (0.92464, -3.51680, 1.77044)
H (-1.36813, -3.24202, 1.43520)
H (-1.25254, -3.24480, -0.32214)
H (-3.13195, -0.33964, -1.41773)
H (-5.58041, -0.54620, -1.54167)
H (-6.84087, -1.47035, 0.37798)
H (-5.62512, -2.25445, 2.38371)
H (-3.17532, -2.05030, 2.50318)
H (1.54323, -0.72046, 1.76518)
H (2.46858, -0.28439, 4.00265)
H (0.94918, 0.15105, 5.91109)
H (-1.50010, 0.16925, 5.54782)
H (-2.42632, -0.29268, 3.32109)
H (2.41925, -5.59323, -0.44968)
H (4.21559, -7.15886, 0.14462)
H (6.30694, -6.32684, 1.17092)
H (6.56939, -3.91096, 1.63930)
H (4.75226, -2.33891, 1.04754)
H (3.34814, -4.17978, -2.42985)
H (2.72102, -4.61833, -4.76039)
H (0.69636, -3.57177, -5.72716)
H (-0.68364, -2.06232, -4.32784)
H (-0.03619, -1.59482, -2.01767)
Cl (2.82104, 1.95504, 0.00500)
C (2.83601, 2.85511, -1.50880)
Cl (1.18440, 3.39863, -1.92717)
H (3.18657, 2.19821, -2.29728)
H (3.44915, 3.73917, -1.39174)
C (-1.70260, 7.02009, 0.72281)
C (-0.58979, 6.09789, 0.25591)
C (0.48985, 5.90989, 1.30688)
O (-1.12492, 4.83562, -0.22499)
P (-1.63658, 3.54964, 0.55890)
S (-2.58097, 2.49903, -0.83657)
S (-0.16430, 2.54189, 1.44848)
O (-2.62030, 4.22910, 1.61807)
C (-3.35815, 3.62357, 2.71694)
C (-2.47795, 3.47034, 3.94535)
C (-4.02840, 2.31543, 2.32896)
H (-1.30118, 8.02290, 0.87667)
H (-2.13503, 6.66582, 1.65567)
H (-2.48962, 7.06859, -0.03012)
H (-0.14564, 6.51318, -0.64929)
H (0.06101, 5.52491, 2.23272)
H (0.96105, 6.87359, 1.50598)
H (1.24919, 5.20751, 0.96413)
H (-4.12294, 4.37382, 2.92115)
H (-1.72469, 2.70051, 3.79030)
H (-3.10660, 3.19115, 4.79298)
H (-1.97029, 4.40737, 4.17906)
H (-3.27981, 1.54232, 2.14485)
H (-4.62772, 2.43668, 1.42806)
H (-4.67485, 1.98384, 3.14303)
Cl (3.83476, -0.65599, -2.75298)
C (2.53516, -0.21101, -3.81800)
C (2.71013, -0.34987, -5.17906)
C (1.70768, 0.02795, -6.06660)
C (0.52738, 0.55246, -5.56435)
C (0.37530, 0.67131, -4.20186)
Cl (-1.10077, 1.32320, -3.51408)
C (1.33324, 0.28921, -3.22397)
N (1.10733, 0.38735, -1.91445)
H (3.64494, -0.75325, -5.54722)
H (1.85191, -0.07845, -7.13271)
H (-0.26796, 0.86930, -6.22766)